(1)
{
  "formula": "C11H38N10O8",
  "method": "ωB97M-V/def2-TZVPD",
  "elements": ["N", "C", "N", "O", "H", "H", "H", "H", "N", "C", "N", "O", "H", "H", "H", "H", "N", "C", "N", "O", "H", "H", "H", "H", "N", "C", "N", "O", "H", "H", "H", "H", "N", "C", "N", "O", "H", "H", "H", "H", "C", "C", "O", "H", "H", "H", "H", "H", "H", "C", "C", "O", "H", "H", "H", "H", "H", "H", "C", "C", "O", "H", "H", "H", "H", "H", "H"],
  "coordinates": [[0.174645, 5.486409, -0.943743], [-0.884800, 4.787886, -1.235086], [-1.182626, 4.080943, -0.194688], [-1.588206, 4.755861, -2.415741], [0.534570, 6.077571, -1.644063], [0.741890, 5.385698, -0.041044], [-1.913280, 3.397326, -0.314711], [-0.869627, 4.380627, 0.739627], [0.710280, -3.017405, 1.180254], [0.623895, -3.778652, 0.120768], [1.825803, -3.850151, -0.427835], [-0.449247, -4.436343, -0.219993], [-0.242656, -3.075878, 1.705743], [1.547168, -3.025042, 1.692631], [1.906411, -4.603223, -1.063230], [2.703294, -3.255064, -0.194454], [1.069738, 2.429465, -0.112105], [1.693548, 2.058916, -1.127339], [1.233863, 2.453746, -2.289714], [2.753245, 1.196536, -1.117331], [0.073735, 2.675465, -0.230346], [1.313508, 1.888882, 0.812439], [1.738675, 2.254147, -3.207287], [0.445972, 3.121496, -2.209998], [3.793204, -2.409236, -2.721684], [2.811830, -1.785182, -3.318894], [1.843057, -1.642697, -2.492531], [2.678190, -1.298919, -4.632517], [4.653082, -2.612622, -3.303747], [3.939999, -2.474329, -1.659101], [1.018542, -1.306025, -2.950640], [1.710579, -2.099441, -1.532641], [1.959606, 1.223520, 2.039857], [1.554473, 0.036348, 1.984308], [1.945111, -0.601227, 0.916792], [0.869823, -0.592576, 3.080108], [1.741446, 1.759585, 2.954061], [2.752486, 1.538856, 1.597366], [1.361002, -1.416864, 0.675075], [2.368309, -0.085359, 0.100540], [-1.344051, -1.521724, -1.574933], [-0.661285, -0.127217, -1.505759], [-0.307745, 0.259479, -2.759713], [-0.753339, -2.275701, -2.086400], [-2.288344, -1.401762, -2.079731], [-1.574592, -1.843763, -0.598037], [0.231425, -0.179917, -0.881894], [-1.380680, 0.561421, -1.050900], [0.166959, 1.073090, -2.682376], [-1.577186, 1.447550, 2.262897], [-2.865871, 1.091025, 1.450253], [-3.158107, 2.272740, 0.830050], [-1.835048, 2.322378, 2.880453], [-0.733051, 1.769415, 1.703739], [-1.335000, 0.592191, 2.952436], [-3.771454, 0.837485, 2.076118], [-2.514961, 0.338391, 0.702137], [-3.304776, 2.919573, 1.543269], [-3.208603, -2.478755, 1.788542], [-1.948143, -2.020918, 2.523570], [-1.513545, -3.303727, 2.805579], [-4.068243, -2.977979, 2.345381], [-2.969292, -3.206946, 1.023177], [-3.805894, -1.571424, 1.401302], [-2.070813, -1.364088, 3.404816], [-1.267512, -1.497918, 1.842843], [-1.101387, -3.335946, 3.684074]],
  "forces_ev_per_angstrom": [[3.57, 2.16, 1.05], [-3.77, 0.54, -6.32], [-2.36, -2.55, 2.78], [4.04, 0.05, 5.68], [0.53, 0.79, -0.62], [-1.39, 0.07, -2.26], [-0.58, 0.02, 0.67], [-0.59, -0.56, -0.93], [-4.96, 1.36, 2.63], [-3.88, -3.45, -0.48], [3.55, 0.13, -1.86], [4.24, 2.60, 0.54], [2.47, 0.10, -0.33], [0.81, 0.02, 0.94], [0.66, -0.44, -0.98], [-2.62, -1.81, -0.17], [-2.96, 0.38, 6.31], [7.42, -5.86, -3.64], [-0.61, 1.51, -3.35], [-3.55, 3.32, 0.66], [0.98, 0.12, 0.18], [-0.93, 1.57, -2.16], [-0.96, 0.49, 2.04], [0.90, -0.43, -1.13], [6.18, -2.30, 0.49], [-0.94, 2.73, -6.59], [-4.40, 0.41, 3.01], [1.49, -2.86, 6.50], [-1.51, 0.48, 1.23], [-0.57, 0.47, -2.82], [-0.52, 0.55, 0.22], [0.58, 0.77, -2.65], [-0.64, 7.10, 5.87], [-3.93, -8.52, 5.81], [-0.01, -1.58, -2.67], [2.98, 3.36, -5.58], [0.57, -1.47, -2.00], [2.34, 0.42, -1.34], [0.43, 0.40, 0.48], [-0.36, 0.09, 0.64], [0.47, 1.51, -0.57], [-0.84, -1.83, 1.19], [-0.64, -0.48, -1.97], [0.08, 0.00, 0.01], [-0.32, -0.05, -0.43], [-0.15, -0.61, 1.26], [0.02, -0.01, 0.38], [-0.03, 0.22, 0.17], [0.52, 0.71, -0.25], [-1.96, -1.66, 2.42], [2.07, -0.59, 1.24], [-1.29, 2.30, -1.61], [0.01, -0.23, 0.22], [0.54, -0.27, -0.96], [0.34, 1.07, -0.66], [1.32, -0.66, -0.45], [-1.16, 0.39, 0.49], [-0.08, -0.21, -0.60], [-3.48, 2.64, -0.27], [-2.29, 0.06, -0.71], [2.26, -1.47, 2.20], [1.67, 0.45, 0.29], [0.30, 0.31, -0.42], [1.08, -1.27, -0.22], [-0.20, -0.53, -0.29], [-0.02, 0.03, 0.07], [0.09, -0.04, -0.38]],
  "smiles": "NC(N)=O.NC(N)=O.NC(N)=O.NC(N)=O.NC(N)=O.CCO.CCO.CCO",
  "relative_energy_kcal_mol": 211.8,
  "orbital_gap_ev": 8.5,
  "max_force_ev_per_a": 11.03,
  "lumo_ev": -0.2802,
  "e_tot_ev": -43300.578
}

(2)
{
  "formula": "C33H38N7O2",
  "method": "ωB97M-V/def2-TZVPD",
  "elements": ["C", "C", "C", "C", "C", "N", "N", "C", "N", "C", "C", "C", "O", "C", "C", "O", "C", "C", "H", "H", "H", "H", "H", "H", "H", "H", "H", "H", "H", "H", "H", "H", "H", "H", "H", "H", "N", "C", "C", "C", "C", "C", "H", "H", "H", "H", "H", "N", "C", "C", "C", "C", "C", "H", "H", "H", "H", "H", "N", "C", "C", "C", "C", "C", "H", "H", "H", "H", "H", "N", "C", "C", "C", "C", "C", "H", "H", "H", "H", "H"],
  "coordinates": [[6.515616, 0.968970, 4.713787], [6.150138, 1.760794, 3.893197], [5.702774, 2.735405, 2.891372], [4.410052, 2.275079, 2.277399], [3.228367, 2.996013, 2.541254], [2.046001, 2.714623, 2.068925], [1.993547, 1.643898, 1.294225], [3.032902, 0.881660, 0.956712], [2.826789, -0.193711, 0.071527], [1.940986, 0.146129, -1.060281], [2.397242, -1.443713, 0.717311], [1.060159, -1.539627, 1.407038], [3.124929, -2.388249, 0.647488], [4.315727, 1.164849, 1.452728], [5.496366, 0.306378, 1.065571], [6.368339, 1.058955, 0.262405], [7.751342, 0.929659, 0.624674], [8.317807, -0.443184, 0.333802], [6.702509, 0.178139, 5.403462], [6.457172, 2.786353, 2.103163], [5.583076, 3.708515, 3.365012], [3.276214, 3.867170, 3.183716], [1.074420, 1.431365, 0.917957], [0.884096, 0.257090, -0.778703], [2.249185, 1.083278, -1.521813], [1.987802, -0.645133, -1.804063], [0.599274, -0.590623, 1.672810], [0.375446, -2.125712, 0.794886], [1.224417, -2.092151, 2.331900], [5.970261, -0.053238, 1.984309], [5.118091, -0.570962, 0.539838], [8.272788, 1.696386, 0.055006], [7.868465, 1.160923, 1.689961], [7.984604, -1.185224, 1.060725], [8.082842, -0.777794, -0.674811], [9.404068, -0.389435, 0.432427], [0.622723, -2.472455, -2.818697], [-0.180972, -2.873975, -3.805381], [-0.056561, -4.082308, -4.469787], [0.964335, -4.938393, -4.092074], [1.812879, -4.546006, -3.070304], [1.602541, -3.312375, -2.475087], [-0.970846, -2.181366, -4.074945], [-0.746906, -4.344756, -5.259099], [1.095603, -5.893204, -4.583958], [2.626054, -5.178226, -2.742075], [2.260081, -2.978443, -1.678866], [-1.706735, 0.272681, -1.046008], [-2.142834, -0.835044, -1.656934], [-3.445616, -1.297344, -1.561956], [-4.348525, -0.574228, -0.800520], [-3.921430, 0.579991, -0.162577], [-2.594451, 0.955376, -0.319390], [-1.406351, -1.368592, -2.242232], [-3.752261, -2.199090, -2.075819], [-5.373597, -0.908063, -0.709241], [-4.601400, 1.173634, 0.435936], [-2.217705, 1.856883, 0.153387], [-6.574355, -2.298510, -3.029712], [-7.665765, -3.056465, -3.123936], [-8.932709, -2.548386, -3.368989], [-9.077418, -1.178634, -3.519779], [-7.952529, -0.375204, -3.421877], [-6.731494, -0.984453, -3.179832], [-7.513311, -4.122457, -2.997113], [-9.783183, -3.212306, -3.438186], [-10.050523, -0.744678, -3.709751], [-8.017640, 0.698647, -3.530201], [-5.824952, -0.394362, -3.104344], [-4.990365, 2.848289, 2.597981], [-3.674435, 2.687748, 2.710576], [-2.862083, 3.502324, 3.483875], [-3.451244, 4.546535, 4.179580], [-4.820081, 4.728468, 4.071870], [-5.542457, 3.855248, 3.271350], [-3.259420, 1.856710, 2.154978], [-1.796376, 3.323026, 3.539317], [-2.854542, 5.207201, 4.795220], [-5.321319, 5.529952, 4.596304], [-6.615606, 3.963736, 3.163399]],
  "forces_ev_per_angstrom": [[-0.40, -0.25, -0.13], [0.11, 0.10, 0.11], [0.18, -0.42, 0.09], [-0.23, -0.21, -0.30], [0.20, 0.38, 0.29], [-0.14, -0.19, -0.14], [0.31, 0.44, 0.15], [0.13, -1.06, -0.54], [-0.43, 0.87, 0.20], [-0.63, 0.06, -0.12], [0.40, -0.65, 0.06], [0.11, 0.17, 0.29], [0.02, 0.15, 0.00], [-0.10, 0.30, 0.36], [-0.29, -0.37, 0.05], [0.10, 0.27, 0.21], [-0.07, -0.11, -0.06], [0.29, 0.03, 0.19], [0.23, 0.16, 0.08], [-0.04, 0.25, 0.00], [0.04, 0.08, -0.14], [-0.13, 0.00, -0.03], [0.00, 0.06, -0.06], [-0.02, -0.15, -0.08], [0.26, -0.06, 0.05], [0.02, 0.00, 0.02], [-0.07, 0.03, -0.21], [-0.03, 0.10, -0.12], [-0.02, -0.08, -0.05], [0.09, 0.13, 0.03], [0.11, 0.00, -0.11], [-0.08, 0.00, -0.08], [0.03, 0.01, 0.01], [-0.14, -0.04, -0.10], [-0.06, 0.04, -0.01], [-0.01, -0.05, -0.05], [0.18, -0.36, -0.13], [-0.08, 0.19, 0.00], [0.03, -0.03, 0.03], [0.00, -0.04, 0.00], [0.00, 0.02, -0.03], [0.00, 0.10, 0.07], [-0.02, -0.05, -0.10], [0.00, 0.03, 0.00], [0.00, 0.00, 0.00], [0.00, 0.01, 0.02], [0.03, -0.07, -0.01], [-0.02, -0.06, 0.13], [0.08, 0.13, 0.06], [0.01, 0.01, -0.02], [-0.08, -0.02, 0.10], [0.06, -0.01, -0.05], [0.04, -0.03, -0.07], [0.01, 0.05, 0.14], [-0.03, 0.02, -0.02], [0.00, -0.02, 0.02], [0.02, 0.02, 0.01], [-0.06, 0.04, 0.00], [-0.01, 0.03, 0.05], [0.05, -0.03, 0.01], [0.01, 0.03, 0.00], [-0.03, 0.01, 0.01], [-0.03, -0.05, 0.00], [0.07, -0.01, -0.06], [-0.04, 0.00, -0.01], [0.01, -0.01, 0.00], [0.00, 0.00, 0.00], [0.02, 0.00, -0.01], [-0.04, 0.07, -0.03], [0.03, 0.01, -0.04], [-0.04, 0.01, 0.07], [-0.04, 0.03, 0.00], [0.01, 0.02, 0.01], [0.03, -0.01, 0.00], [-0.04, -0.04, -0.03], [0.09, -0.04, 0.05], [0.00, -0.01, 0.00], [-0.01, 0.00, 0.00], [-0.01, -0.01, 0.00], [0.00, 0.03, 0.02]],
  "relative_energy_kcal_mol": 0.0,
  "orbital_gap_ev": 6.8,
  "max_force_ev_per_a": 1.19,
  "total_charge": 1,
  "lumo_ev": -4.3282,
  "e_tot_ev": -49353.067
}

(3)
{
  "formula": "C2H2O2P2S",
  "method": "ωB97M-V/def2-TZVPD",
  "elements": ["C", "C", "O", "O", "P", "P", "S", "H", "H"],
  "coordinates": [[-1.303836, -0.212040, -0.192147], [-0.299156, 0.588830, -0.981282], [1.622581, -0.305716, 0.833842], [0.910877, 2.389519, 0.725198], [1.402652, -1.797765, 0.699014], [1.228301, 1.321252, -0.180913], [-0.100972, -1.221063, -1.250097], [-1.103083, -0.587609, 0.784626], [-2.357367, -0.175407, -0.438237]],
  "forces_ev_per_angstrom": [[1.62, 0.05, -1.03], [-0.54, -1.40, 0.59], [0.76, 1.56, 1.11], [-0.56, 1.71, 1.63], [-1.05, -0.34, -1.22], [0.32, -2.46, -1.72], [-0.69, 0.75, 0.01], [0.05, 0.29, 1.10], [0.09, -0.15, -0.48]],
  "relative_energy_kcal_mol": 56.2,
  "orbital_gap_ev": [7.8, 5.6],
  "max_force_ev_per_a": 3.02,
  "lumo_ev": [-1.1233, -2.5008],
  "e_tot_ev": -35610.446
}

Number 2 is which compound? C33H38N7O2

Which formula does entry 3 have? C2H2O2P2S